Computed, not measured: a structure of composition C53H66Br2Cl2N5O2RbS in a non-equilibrium geometry, with ωB97M-V/def2-TZVPD.

Each line ends with the Mulliken charge.
Element x y z (Å)
O  0.05573  0.60544  -3.33631  -0.66
C  -3.04607  0.17614  -1.19021  0.29
H  -1.38847  7.37174  1.87369  0.40
C  0.86933  2.10234  2.50259  0.12
C  -3.95827  -0.66806  -1.96391  0.62
C  0.33033  -4.26496  5.15099  -1.13
N  2.38393  1.74994  -2.50291  0.53
H  3.58783  -3.22506  -3.08621  0.45
H  1.45413  -0.56866  6.20919  0.17
C  0.33903  1.76124  -3.70401  0.43
C  -0.48737  2.55444  -4.53731  -0.21
H  1.20543  -3.83356  -3.02341  0.68
C  -6.25767  0.30494  -2.14641  -1.13
H  0.54383  4.25604  4.76989  0.21
C  -4.52077  4.84914  -0.93251  -1.09
H  -4.59707  -3.03566  -3.20511  0.45
H  -3.69427  2.02874  -1.96111  0.46
H  -1.35887  -5.66536  0.55939  0.33
C  -0.88647  5.77694  0.48429  -0.93
C  3.24553  -2.24116  -3.39231  -1.09
H  -0.83867  4.31494  -5.69331  0.43
C  0.30053  3.19054  1.83509  -0.82
H  4.93363  3.89374  -2.25551  0.51
H  1.33013  -3.50106  0.00689  -1.18
H  -0.22927  -6.20486  1.80519  0.58
H  3.39253  -2.37586  2.71219  -0.24
H  4.06233  -1.53116  -3.27641  0.58
H  1.93583  5.03974  5.54259  0.42
H  -1.04147  6.39034  -0.41041  0.49
C  1.53433  4.08854  5.18679  -1.13
H  0.17493  5.83554  0.74179  0.37
C  -0.14907  3.78884  -5.04831  -0.38
C  -1.71177  6.35704  1.63499  -1.11
H  0.71173  -4.94326  -0.77991  0.58
C  -2.01207  -2.96096  0.02899  -0.80
C  4.30253  1.49464  -1.09171  -0.91
Br  -2.16857  1.80764  -5.00381  -0.23
H  -5.99897  1.12594  -1.48271  0.17
H  -5.16827  5.43354  -1.58841  0.41
H  3.54643  5.15664  -3.86421  0.32
C  1.59793  2.41314  -3.35151  -0.14
C  3.98253  3.50184  -2.59131  -0.93
O  2.68703  -1.55486  -0.93171  -0.77
Cl  4.22673  -0.37806  1.81819  -0.14
H  -2.69947  5.67054  -1.73781  0.41
C  -2.23167  -5.85356  2.51299  -1.36
H  -0.00537  -3.01406  -2.01031  -0.08
C  2.44103  3.46644  4.12199  -0.97
H  -1.91797  -5.81836  3.55349  0.21
H  3.43773  -2.71456  -5.48031  0.38
C  1.15633  -1.32176  3.27569  -0.79
H  1.03143  -5.46866  3.51309  0.43
H  4.11883  1.91724  -0.10301  0.15
H  -2.76527  6.38314  1.36309  0.19
H  2.04143  -4.06056  3.86269  0.14
C  1.96793  3.68524  -3.88131  0.97
C  -3.65367  -1.95286  -1.62951  0.70
H  -3.22777  4.16944  -2.50581  0.17
C  -2.57707  -1.87406  -0.63871  0.10
Rb  0.35523  0.24774  -0.35291  1.61
S  1.93393  -1.66906  -2.19201  1.06
H  -4.62097  0.63694  -3.50751  -0.06
C  -2.20267  2.44014  -0.52691  -0.07
C  -1.03437  -2.93806  1.02799  -0.14
H  3.13413  -2.23186  0.93459  -1.26
H  -3.02677  -5.12716  2.36939  0.28
H  -5.79737  -4.67216  -1.71711  0.39
H  -6.67567  -0.49696  -1.54001  0.26
H  2.57893  4.18904  3.31209  0.37
Cl  5.25323  -3.07316  1.48059  -0.25
H  2.97583  -5.29766  -1.84241  0.39
C  -0.70337  3.17354  0.86099  0.25
C  3.21333  4.20234  -3.47701  -1.24
C  1.43173  -4.12576  -0.88141  1.74
C  -3.01087  1.56794  -1.25591  -0.50
N  0.56443  0.81384  2.28739  -0.57
H  1.71293  -1.77276  4.09349  0.38
H  1.70343  1.09564  6.71419  0.23
C  2.71693  -2.22566  -4.81421  -0.39
H  -2.62207  -6.85006  2.30149  0.42
C  2.08443  0.92404  4.00219  0.65
H  -4.45877  5.35774  0.02809  0.21
H  -7.02397  0.64764  -2.84171  0.40
C  1.85413  2.20044  3.58169  0.47
C  -2.21547  3.89564  -0.65471  0.66
H  2.86993  -0.14856  7.18479  0.41
C  3.52053  2.26464  -2.10741  0.48
H  3.51383  -0.44756  4.79679  0.12
C  0.38753  -2.19316  2.50009  0.24
C  -0.59777  -4.10096  1.79729  0.67
C  1.04463  -3.29516  -2.09191  -1.26
H  -4.97147  3.87394  -0.76731  0.17
C  -4.25287  -3.20986  -2.17891  -1.01
H  -1.60607  5.73254  2.52019  0.23
H  1.78403  -2.79316  -4.86811  0.16
H  3.96743  0.46004  -1.08531  -0.18
C  0.28883  -3.63206  2.72479  0.83
C  2.44603  -0.80406  -5.28821  -0.76
H  -5.30637  -0.98616  -3.58441  0.40
Br  1.55363  6.02114  -5.53521  -0.34
H  5.37243  1.54664  -1.29241  0.48
C  2.99183  0.46454  5.09999  -0.97
H  3.35223  -0.20216  -5.24791  0.28
H  3.58203  -3.91356  -0.91211  0.21
H  3.75863  1.22194  5.29779  0.42
H  2.07803  -0.80856  -6.31281  0.43
H  0.85653  -4.84776  5.90849  0.42
N  -0.39087  -1.84186  1.46369  -0.21
C  1.00473  -4.40746  3.78509  -0.94
C  -1.26857  4.35654  0.20969  0.39
H  -5.13027  -3.82876  -0.30581  0.27
C  1.24793  0.06554  3.16569  0.05
H  3.42603  3.26924  4.56009  0.51
H  -0.69927  -4.60776  5.09879  0.25
H  -6.25287  -2.99666  -1.38311  0.24
C  -5.43347  -3.71156  -1.34381  -1.18
H  0.65823  4.17264  2.13439  0.14
H  0.32243  -3.22306  5.45489  0.13
C  -1.05407  -5.51206  1.59939  -1.19
H  1.70143  -0.34266  -4.64581  -0.06
N  -1.30257  2.07204  0.39369  -0.76
C  -5.01727  -0.18116  -2.90081  -0.84
N  -2.25387  -0.58956  -0.42631  -0.47
H  3.00903  -5.34836  -0.07461  0.42
H  -2.42757  -3.93676  -0.20821  0.20
H  -3.48907  -3.99316  -2.21511  0.31
C  -3.12667  4.68054  -1.54581  -0.91
C  2.84033  -4.70546  -0.93681  -1.77
H  1.43573  3.41604  6.03719  0.21
C  1.07373  4.33574  -4.73891  0.23
C  3.82483  -2.07956  1.76039  1.79
C  2.21023  0.19144  6.38599  -1.13

The highest occupied orbital energy comes out at -1.18 eV. The value obtained for the LUMO energy is 3.6 eV. As for the net charge: -2.